1.
18
Properties=species:S:1:pos:R:3 method="wB97M-V/def2-TZVPD" homo_energy_ev=-9.1 total_charge=0 lumo_energy_ev=-3.330 gap_ha=0.2126 relative_energy_ev=6.804 energy_ev=-9905.4375
C -0.1359 -1.8155 0.7217
C 0.0870 -0.2677 0.8098
C 1.0536 0.0728 -0.3066
C 1.2935 1.6566 -0.1691
O 2.0805 1.9345 -1.1240
N -1.1705 0.3357 0.6648
H 0.8247 -2.3279 0.6323
H -0.7276 -2.1377 1.5756
H -0.8429 -2.0233 -0.1101
H 0.5054 -0.0954 1.8041
H 2.0280 -0.4081 -0.2941
H 0.1943 1.9778 -0.2531
H 1.5237 1.9295 0.8886
H 0.6903 -0.0092 -1.3501
H -1.2538 1.1690 1.2495
H -2.5552 0.1773 -2.2555
H -1.6613 0.1061 -0.7883
O -1.9339 -0.2746 -1.6955


2.
13
Properties=species:S:1:pos:R:3 method="wB97M-V/def2-TZVPD" homo_energy_ev=-10.1 total_charge=0 lumo_energy_ev=0.037 gap_ha=0.3744 relative_energy_ev=2.458 smiles="C#CC(=O)[C@@H](C)O" energy_ev=-9374.6380
C 0.6505 -1.8256 0.1658
C -0.2100 -0.5943 -0.0273
O -0.5838 -0.1427 1.2554
C 0.5001 0.5367 -0.7803
O 1.2312 0.4276 -1.7345
C 0.0433 1.8273 -0.2641
C -0.6997 2.7263 0.0435
H 0.0964 -2.5339 0.7879
H 1.5718 -1.5529 0.6879
H 0.9042 -2.2971 -0.7856
H -1.1018 -0.8396 -0.6337
H -1.1063 0.6675 1.1545
H -1.2959 3.6009 0.1306


3.
90
Properties=species:S:1:pos:R:3 method="wB97M-V/def2-TZVPD" homo_energy_ev=-10.4 total_charge=0 lumo_energy_ev=0.207 gap_ha=0.3885 relative_energy_ev=1.397 smiles="COC(=O)OC.COC(=O)OC.COC(=O)OC.COC(=O)OC.COC(=O)OC.CC#N.CC#N.CC#N.CC#N.CC#N" energy_ev=-64815.1895
C -8.0402 -6.7543 -23.2006
O -9.0278 -5.7301 -23.0859
C -9.2039 -4.9652 -24.1465
O -8.6890 -5.1095 -25.2200
O -10.1035 -4.0329 -23.8192
C -10.4686 -3.1509 -24.8656
H -7.9092 -7.2556 -22.2482
H -7.1133 -6.2481 -23.4708
H -8.2982 -7.4831 -23.9655
H -9.9381 -2.1982 -24.9083
H -11.4749 -2.7502 -24.6878
H -10.5468 -3.7064 -25.7968
C -16.4188 7.9785 -26.3720
O -16.4421 7.2438 -27.5913
C -16.2543 5.9284 -27.5162
O -16.2544 5.2531 -26.5161
O -16.0905 5.4796 -28.7577
C -15.8082 4.1272 -29.0186
H -16.8801 7.3773 -25.5829
H -17.0341 8.8642 -26.4836
H -15.3914 8.1575 -26.0593
H -16.3833 3.7274 -29.8495
H -16.0069 3.3855 -28.2371
H -14.7432 4.0315 -29.2223
C -7.7139 4.8972 -32.5960
O -8.5548 4.0164 -31.8746
C -9.6825 4.4366 -31.3282
O -10.1308 5.5417 -31.4312
O -10.2151 3.4019 -30.6895
C -11.4193 3.6496 -29.9477
H -8.2759 5.7472 -32.9821
H -7.3094 4.3599 -33.4497
H -6.9070 5.2242 -31.9449
H -11.1606 3.9667 -28.9370
H -11.9426 2.7016 -30.0104
H -11.9730 4.4633 -30.4175
C -15.4532 0.1690 -25.6195
O -16.6922 0.8933 -25.6970
C -16.9077 1.4900 -26.8558
O -16.2606 1.3581 -27.8582
O -18.0081 2.2217 -26.7402
C -18.4199 2.9170 -27.8914
H -14.6300 0.8413 -25.8650
H -15.4593 -0.5451 -26.4433
H -15.3247 -0.3049 -24.6578
H -18.6839 2.2450 -28.7182
H -17.6286 3.4858 -28.3929
H -19.2398 3.5683 -27.6167
C -14.1423 -3.1162 -26.7283
O -15.1402 -3.0006 -25.7325
C -15.3261 -3.9789 -24.8626
O -14.7041 -4.9848 -24.7757
O -16.3796 -3.6232 -24.1408
C -16.7454 -4.4456 -23.0608
H -14.4632 -3.6312 -27.6347
H -13.2642 -3.6293 -26.3327
H -13.8050 -2.1222 -27.0132
H -17.7916 -4.2825 -22.8009
H -16.2406 -4.0877 -22.1540
H -16.5513 -5.5119 -23.1461
C -17.8088 -1.6082 -27.9175
C -16.6463 -1.6552 -28.8028
N -15.6903 -1.7233 -29.4322
H -17.4503 -1.1726 -26.9866
H -18.0542 -2.6598 -27.7516
H -18.6930 -1.1172 -28.3099
C -13.5161 0.5975 -28.3923
C -12.8288 0.0381 -27.2503
N -12.2916 -0.3894 -26.3341
H -13.7734 1.6421 -28.1994
H -14.4237 0.1345 -28.7711
H -12.8392 0.6241 -29.2490
C -9.6778 0.8874 -28.2000
C -8.5907 0.1625 -27.4935
N -7.7533 -0.3862 -26.9326
H -10.1789 1.4748 -27.4361
H -10.2860 0.1961 -28.7727
H -9.0860 1.5489 -28.8371
C -13.4518 -4.1557 -30.1272
C -12.6121 -3.0784 -29.6927
N -12.0094 -2.1518 -29.3847
H -13.5150 -4.2012 -31.2148
H -14.4944 -3.9646 -29.8582
H -13.1675 -5.1033 -29.6744
C -14.6876 -0.2108 -32.3665
C -14.7086 0.9988 -31.5518
N -14.7449 1.9197 -30.8677
H -13.9012 -0.9184 -32.1328
H -14.6434 0.1680 -33.3916
H -15.6584 -0.6994 -32.2790